1.
11
Properties=species:S:1:pos:R:3:lowdin_spin:R:1 method="wB97M-V/def2-TZVPD" lumo_energy_ev="-5.2 / -5.5" fmax_ev_per_a=10.4 multiplicity=6 gap_ev="5.4 / 5.5" total_charge=+1
O 1.799 0.775 0.135 0.007
C 1.972 -0.438 0.134 0.028
C 1.031 -1.285 -0.553 -0.073
H 2.783 -0.921 0.680 0.000
H 1.182 -2.344 -0.417 -0.006
H 0.784 -0.951 -1.549 -0.003
Cr 0.406 2.039 -0.019 4.379
O -1.730 0.134 -0.097 0.170
C -1.838 1.102 0.494 0.256
O -2.537 1.979 1.139 0.212
Li -3.852 -0.090 0.053 0.029

***

2.
11
Properties=species:S:1:pos:R:3:lowdin_spin:R:1 method="wB97M-V/def2-TZVPD" lumo_energy_ev="-11.5 / -10.1" fmax_ev_per_a=4.1 multiplicity=6 gap_ev="6.6 / 8.6" total_charge=+2
C -0.376 -1.983 -0.604 -0.128
C -0.780 -1.980 0.750 0.435
H -0.914 -1.158 1.458 0.014
Cr 0.289 -3.582 -1.759 4.242
O -1.341 -1.183 -0.917 0.346
O -0.496 -3.338 1.528 0.064
C -0.340 -3.578 2.760 0.015
O -0.084 -2.710 3.675 0.004
O -0.298 -4.818 3.092 0.009
H -0.067 -1.784 3.385 0.001
H -0.082 -4.954 4.029 0.000

***

3.
9
Properties=species:S:1:pos:R:3:mulliken_charge:R:1 method="wB97M-V/def2-TZVPD" lumo_energy_ev=-1.4 fmax_ev_per_a=0.9 multiplicity=1 gap_ev=2.7
O -1.676 -0.217 -2.117 -0.544
Cs 3.295 -3.925 -0.870 0.960
O 0.824 -0.934 0.054 -0.872
C -0.150 -0.043 -0.122 0.226
C -1.009 -0.130 -1.138 0.434
C -0.294 1.098 0.852 -0.939
H 0.611 1.177 1.475 0.233
H -1.151 0.913 1.520 0.211
H -0.451 2.061 0.345 0.291

***

4.
9
Properties=species:S:1:pos:R:3:lowdin_spin:R:1 method="wB97M-V/def2-TZVPD" lumo_energy_ev="4.0 / 3.7" fmax_ev_per_a=2.8 multiplicity=2 gap_ev="6.2 / 6.5" total_charge=-1
O 0.492 -0.682 1.943 0.020
Cu -1.029 2.218 -0.673 0.804
O -0.608 0.189 -1.282 0.119
C 0.175 0.117 -0.298 0.040
C 0.236 -0.835 0.748 0.014
C 1.095 -1.820 -0.294 0.002
H 1.991 -1.439 -0.807 0.000
H 0.443 -2.391 -0.972 0.001
H 1.527 -2.551 0.405 0.000

***

5.
7
Properties=species:S:1:pos:R:3:mulliken_charge:R:1 method="wB97M-V/def2-TZVPD" lumo_energy_ev=1.0 fmax_ev_per_a=4.5 multiplicity=1 gap_ev=10.6 smiles="FC1=CC1"
F -2.229 -0.225 0.000 -0.205
C -0.966 0.104 -0.001 0.049
C 0.097 0.843 0.001 -0.084
C 0.664 -0.562 0.001 -0.575
H 0.450 1.854 -0.006 0.331
H 0.991 -1.012 -0.920 0.242
H 0.991 -1.003 0.925 0.241

***

6.
9
Properties=species:S:1:pos:R:3:mulliken_charge:R:1 method="wB97M-V/def2-TZVPD" lumo_energy_ev=0.1 fmax_ev_per_a=4.9 multiplicity=1 gap_ev=9.9
C -0.207 1.483 0.027 -0.454
C 0.626 0.483 -0.092 -0.175
C -0.334 -1.208 0.130 0.220
F -1.701 -1.254 0.292 -0.213
F -0.032 -1.889 -1.044 -0.236
I 2.692 0.136 -0.355 0.142
H 0.005 2.579 -0.075 0.250
H -1.231 1.412 0.203 0.231
H 0.183 -1.742 0.916 0.235

***

| no. | total energy (eV) |
| --- | --- |
| 1 | -37918.2713 |
| 2 | -39746.2790 |
| 3 | -7799.0210 |
| 4 | -51890.6302 |
| 5 | -5873.1218 |
| 6 | -16692.5201 |